35
Properties=species:S:1:pos:R:3:lowdin_charge:R:1 method="wB97M-V/def2-TZVPD" homo_ev=-9.4 lumo_energy_ev=0.1 de_lowest_kj_mol=268.8
C 3.44841 -1.38179 -0.34318 -0.0582
C 2.76758 -0.02463 -0.49949 -0.4157
C 2.98409 0.55205 -1.81659 -0.0870
C 1.29227 0.16645 0.12433 -0.1900
N 0.26337 -0.30575 -0.76999 0.1331
C -1.06571 -0.83939 -0.75159 -0.3797
O -1.75369 -0.71640 -1.73774 0.0919
C -1.61735 -1.55551 0.52705 -0.2730
N -0.97089 -1.11989 1.75079 0.0698
C -3.16882 -1.25644 0.63544 -0.1018
C -3.51278 0.31049 0.69774 -0.0642
C -3.34924 1.19136 -0.57834 -0.5623
O -4.23020 1.32140 -1.37681 0.1194
O -2.21516 1.82439 -0.70994 0.1348
C 1.06169 1.63743 0.67320 -0.4523
O 0.30395 2.47478 0.31624 0.1402
O 2.01257 1.86045 1.60779 0.0892
H 3.81530 -1.56343 0.68959 0.0852
H 2.68922 -2.21487 -0.64321 0.1152
H 4.28669 -1.47633 -0.99431 0.0565
H 3.31289 0.61154 0.13250 0.0991
H 4.11498 0.65477 -2.01747 0.1280
H 2.35654 0.02857 -2.59832 0.1100
H 2.54571 1.51147 -1.74534 0.0642
H 1.42406 -0.40365 1.00345 0.1062
H 0.34440 0.39578 -1.52268 0.1446
H -1.60865 -2.63384 0.40076 0.1402
H 0.00233 -1.26166 1.81810 0.0469
H -1.21884 -0.17634 1.93660 0.0496
H -3.59246 -1.75679 1.45632 0.0851
H -3.63671 -1.64523 -0.35342 0.1467
H -4.53516 0.49465 1.12506 0.1287
H -2.87622 0.70612 1.52022 0.0959
H -1.60054 1.83710 -0.02396 0.0351
H 1.92635 2.75313 2.06718 0.1685